(1)
# C23H23OP2V

C23H23OP2V as an isolated structure (ωB97M-V/def2-TZVPD, OMol25).

Structure (XYZ):
```
50
Properties=species:S:1:pos:R:3:forces:R:3:mulliken_spin:R:1
C -0.4871 -0.2199 -4.9121 3.2 1.5 1.3 -0.0873
C -1.2425 0.8213 -4.2752 1.2 -1.4 0.5 0.1012
C -0.3586 1.6789 -3.5309 0.7 -1.4 0.0 -0.0472
C 1.0042 1.2443 -3.7189 -1.3 -1.6 -0.2 0.0669
C 1.0186 0.0540 -4.5268 -3.6 0.4 -0.6 -0.0407
V -0.0627 -0.9606 -2.7814 -0.2 2.7 0.8 2.0612
P -0.0251 -3.0564 -3.5655 0.2 -0.3 0.4 -0.0736
H -0.8069 -0.9727 -5.6133 -0.1 0.1 -0.1 -0.0013
H -2.3250 0.8025 -4.2465 0.1 0.4 -0.1 0.0185
H -0.6812 2.4120 -2.7970 0.1 0.1 -0.5 0.0010
H 1.8524 -0.4997 -4.9226 0.1 0.2 0.0 -0.0097
H 1.8840 1.5852 -3.1956 0.0 0.4 0.0 0.0076
H 1.1445 -3.4810 -4.2892 -0.7 -0.3 0.2 0.0122
H -1.0888 -3.4975 -4.4302 0.4 -0.5 0.1 -0.0486
H -0.0901 -3.9934 -2.4808 0.0 -0.3 -0.8 0.0153
O -0.1529 -0.9389 -0.3737 0.1 1.1 0.6 0.0128
P 0.0086 -0.0844 0.9000 -0.1 -1.8 -2.3 -0.0094
C 1.6355 0.6784 0.8724 0.7 0.1 0.5 0.0042
C 2.6861 0.1152 1.6299 0.1 0.6 -0.3 -0.0021
C 3.9810 0.6421 1.5362 -0.4 -0.1 -0.2 0.0023
C 4.2526 1.6825 0.6454 -0.2 -0.1 0.1 -0.0009
C 3.2188 2.2206 -0.1225 0.1 0.1 -0.1 0.0007
C 1.9200 1.7361 0.0021 -0.3 0.2 -0.1 0.0144
C -1.4089 1.0171 1.0252 -0.4 0.8 0.4 -0.0253
C -2.2534 0.9637 2.1518 0.0 0.0 -0.4 -0.0014
C -3.5388 1.5022 2.0961 0.0 0.2 -0.2 0.0007
C -3.9829 2.1332 0.9286 0.4 -0.3 0.1 0.0021
C -3.1049 2.3019 -0.1467 0.2 0.0 0.2 -0.0065
C -1.8071 1.7884 -0.0856 -0.2 -0.2 0.3 0.0221
C -0.0656 -1.1800 2.3187 0.1 0.2 0.8 0.0043
C -0.5228 -2.4921 2.1500 0.1 0.1 -0.1 -0.0040
C -0.6717 -3.3266 3.2570 0.1 0.2 0.2 -0.0015
C -0.3755 -2.8533 4.5403 0.0 0.2 -0.3 0.0000
C 0.0927 -1.5463 4.7135 0.0 0.2 -0.5 0.0000
C 0.2625 -0.7051 3.6038 -0.4 -0.9 0.1 0.0004
H 2.4963 -0.7206 2.2952 0.0 0.1 -0.1 -0.0002
H 4.7734 0.2272 2.1550 -0.1 0.0 -0.2 0.0000
H 5.2697 2.0694 0.5469 -0.4 -0.1 0.1 0.0001
H 3.4336 3.0300 -0.8283 -0.1 -0.3 0.3 -0.0001
H 1.1157 2.1966 -0.5913 0.4 -0.3 0.3 -0.0097
H -1.9155 0.4861 3.0696 -0.2 -0.1 -0.3 0.0001
H -4.2003 1.4080 2.9614 0.2 0.1 -0.3 0.0000
H -5.0051 2.4935 0.8598 0.2 0.0 0.0 -0.0001
H -3.4338 2.8289 -1.0421 0.1 -0.1 0.2 0.0000
H -1.1122 1.9797 -0.9021 -0.3 -0.4 0.1 0.0160
H -0.7515 -2.8605 1.1467 0.1 0.2 0.3 0.0057
H -1.0218 -4.3491 3.1151 0.1 0.3 0.1 -0.0001
H -0.5147 -3.4986 5.4070 0.1 0.1 -0.2 0.0000
H 0.3204 -1.1669 5.7061 0.0 -0.1 -0.1 0.0000
H 0.6370 0.3047 3.7443 -0.1 -0.1 0.0 -0.0001
```
Positions in Å, forces in eV/Å.

Properties
Lowest unoccupied orbital energy (spin up / spin down) in eV: 0.12 / 0.12
Expectation value of S²: 2.469
Spin multiplicity: 3
Frontier orbital gap (spin up / spin down) in eV: 5.857 / 4.558
Total energy in eV: -70533.7603

(2)
# C23H23OP2Zn

C23H23OP2Zn as an isolated structure (ωB97M-V/def2-TZVPD, OMol25).

Structure (XYZ):
```
50
Properties=species:S:1:pos:R:3:forces:R:3:lowdin_charge:R:1
C 0.4598 0.0139 -5.3128 -0.7 -0.8 -1.3 -0.2409
C -0.8235 -0.7016 -5.2580 1.3 1.4 -0.2 -0.1890
C -0.6286 -1.8631 -4.5091 1.5 -0.2 1.1 -0.1677
C 0.7790 -1.8894 -4.0858 -0.6 -0.9 -0.8 -0.1982
C 1.4676 -0.7970 -4.7016 -1.3 0.3 0.7 -0.1765
Zn 0.0000 0.0000 -3.0835 0.3 -1.1 1.7 0.5046
P -0.5240 2.1710 -2.6824 -0.5 1.3 0.3 0.7789
H 0.6397 0.9330 -5.8749 -0.1 -0.3 0.2 0.0872
H -1.7601 -0.3557 -5.6978 0.4 -0.1 0.2 0.0921
H -1.3825 -2.6068 -4.2466 0.3 0.3 0.0 0.0975
H 2.5353 -0.5832 -4.6478 -0.4 0.0 0.1 0.1014
H 1.2498 -2.7037 -3.5302 -0.2 0.4 -0.2 0.0974
H -1.4913 2.4266 -1.6810 0.3 -0.1 -0.2 -0.0926
H -1.0480 2.9381 -3.7529 0.1 0.3 0.0 -0.1345
H 0.5267 3.0179 -2.2512 -0.3 -0.2 -0.1 -0.0942
O 0.0000 0.0000 -1.0835 0.1 -1.4 -6.7 -0.7123
P 0.0000 0.6115 0.3391 0.1 2.7 0.9 0.6838
C -1.5596 -0.2680 0.7171 2.6 3.2 2.1 -0.2749
C -2.1559 -0.0925 1.9549 -3.4 -2.1 -0.2 -0.0873
C -3.1761 -1.0312 2.2381 0.4 3.6 3.4 -0.1191
C -3.7830 -1.7744 1.3307 -0.8 -2.7 -1.4 -0.1588
C -3.1796 -1.8528 0.1063 -1.0 -0.4 -1.4 -0.1116
C -2.0982 -1.0626 -0.2005 -1.5 -3.0 -2.2 -0.1219
C 1.6088 -0.1897 0.6834 -2.6 1.1 -2.7 -0.2728
C 2.2220 -0.9371 -0.3087 1.2 -2.1 1.5 -0.0524
C 3.2930 -1.7368 0.1553 -0.7 -0.1 -4.9 -0.1338
C 3.9165 -1.5593 1.3058 1.0 -0.9 2.6 -0.1591
C 3.2918 -0.7553 2.2184 1.0 0.7 1.0 -0.0978
C 2.1665 -0.0435 1.8796 3.5 0.0 3.3 -0.1389
C 0.0000 1.3341 2.0203 0.4 0.7 3.2 -0.4060
C -0.0919 0.5817 3.2640 -0.3 0.9 -0.5 -0.1619
C -0.2946 1.1842 4.4958 0.1 -0.9 -0.6 -0.1300
C -0.2114 2.5573 4.5815 0.2 1.4 -0.5 -0.1380
C 0.0554 3.3185 3.4319 -0.1 -0.5 0.4 -0.1098
C 0.1386 2.7156 2.1558 -0.3 -0.5 1.3 -0.1182
H -2.1331 0.7504 2.6247 0.6 -0.4 -0.2 0.1044
H -3.6218 -0.9752 3.2345 0.0 0.1 -0.1 0.0979
H -4.6483 -2.3844 1.5641 0.0 0.0 0.1 0.0944
H -3.5917 -2.5120 -0.6553 0.0 0.1 0.0 0.0923
H -1.7055 -1.1922 -1.2055 0.2 0.3 0.5 0.0802
H 1.8521 -1.0800 -1.3156 -0.1 0.1 0.4 0.0642
H 3.7135 -2.4416 -0.5652 0.1 0.1 0.0 0.0925
H 4.8137 -2.1086 1.5682 0.0 -0.1 0.0 0.0941
H 3.7453 -0.6144 3.1983 -0.1 0.1 0.0 0.0980
H 1.9870 0.6999 2.6374 -0.8 -0.1 -0.4 0.1004
H -0.1125 -0.5116 3.2228 0.0 0.4 -0.1 0.1209
H -0.5687 0.5757 5.3575 0.3 0.1 0.0 0.0945
H -0.3485 3.0527 5.5372 0.0 0.1 0.0 0.0804
H 0.1686 4.3938 3.5306 0.0 0.0 0.0 0.0768
H 0.3077 3.3477 1.2952 -0.1 -0.1 -0.3 0.0646
```
Positions in Å, forces in eV/Å.

Properties
Lowest unoccupied orbital energy in eV: 2.30
Net charge: -1
Spin multiplicity: 1
Frontier orbital gap in eV: 3.826
Total energy in eV: -93261.7222
ΔE to the lowest compared entry with this formula, charge and spin in eV: 2.559

(3)
# C23H23PSbTm

C23H23PSbTm as an isolated structure (ωB97M-V/def2-TZVPD, OMol25).

Structure (XYZ):
```
49
Properties=species:S:1:pos:R:3:forces:R:3:mulliken_spin:R:1
C 0.5413 -0.4062 -1.9637 0.7 -1.0 -0.7 -0.0238
C 1.7948 0.2916 -1.8230 0.5 -0.8 -1.3 -0.0639
C 2.5334 -0.3577 -0.7671 0.5 -0.9 -0.8 -0.1098
C 1.7012 -1.4108 -0.2302 0.5 -1.3 -1.3 0.0385
C 0.4763 -1.4414 -0.9841 1.0 -0.9 -1.3 0.0793
Tm 0.6986 0.5652 0.1255 -2.5 4.5 5.4 1.5953
P -1.7277 1.7443 -0.6468 -0.4 -0.3 0.0 0.0675
H -0.1820 -0.2627 -2.7547 -0.1 0.2 0.2 -0.0031
H 2.1550 1.1198 -2.4467 -0.2 -0.5 0.2 0.0041
H 3.5720 -0.1709 -0.4948 -0.4 0.0 0.0 -0.0189
H -0.3371 -2.1561 -0.8763 0.3 0.2 0.0 -0.0199
H 1.9967 -2.1336 0.5274 -0.1 0.3 -0.2 0.0056
H -2.8521 0.8563 -0.6303 0.2 0.4 -0.2 0.0242
H -1.8593 2.1932 -1.9876 -0.3 0.0 0.1 0.0230
H -2.3562 2.8461 -0.0134 0.1 -0.2 -0.1 -0.0036
C 0.7215 -2.4549 6.8149 -0.2 0.1 -0.3 0.0004
C 0.5118 -3.3334 5.7397 -0.1 0.3 0.0 0.0097
C -0.0331 -2.8562 4.5406 0.2 0.1 0.7 -0.0110
C -0.3701 -1.5027 4.4247 -0.4 0.0 0.1 0.0786
C -0.1661 -0.6168 5.4884 0.2 -0.5 0.3 -0.0062
C 0.3767 -1.1021 6.6878 0.0 -0.1 -0.2 0.0076
Sb -0.9265 -0.8461 2.4604 0.8 0.9 -1.2 0.1307
C -2.9608 -1.4724 2.1389 0.1 0.2 0.5 -0.0328
C -3.3101 -1.9615 0.8728 -0.5 0.0 0.2 0.0319
C -4.6337 -2.3471 0.6178 0.0 0.1 0.3 0.0051
C -5.6075 -2.2334 1.6231 0.5 0.1 0.0 0.0056
C -5.2511 -1.7355 2.8828 0.2 0.0 -0.1 0.0001
C -3.9249 -1.3591 3.1464 -0.5 -0.2 -0.3 0.0065
C -1.0696 1.3181 2.7335 -0.1 -1.4 -0.1 -0.0112
C -2.3315 1.8762 2.9708 -0.2 1.1 0.1 0.0520
C -2.4652 3.2607 3.1341 -0.2 -0.7 -0.1 -0.0058
C -1.3394 4.0874 3.0580 0.3 0.3 0.0 0.0827
C -0.0811 3.5356 2.8167 0.0 -0.4 -0.3 0.0158
C 0.0659 2.1429 2.6419 0.0 0.7 0.1 0.0372
H 1.1576 -2.8270 7.7457 -0.2 0.1 -0.3 -0.0004
H 0.7780 -4.3864 5.8311 0.0 0.2 0.0 -0.0006
H -0.1689 -3.5389 3.6979 0.0 0.2 0.2 -0.0033
H -0.4073 0.4435 5.3883 0.0 -0.3 0.0 0.0037
H 0.5376 -0.4178 7.5232 0.0 -0.2 -0.2 -0.0002
H -2.5639 -2.0287 0.0766 -0.2 0.0 0.3 -0.0118
H -4.9054 -2.7335 -0.3651 0.1 0.1 0.3 0.0005
H -6.6378 -2.5270 1.4193 0.3 0.1 0.1 0.0003
H -6.0033 -1.6321 3.6669 0.2 -0.1 -0.2 -0.0005
H -3.6607 -0.9719 4.1357 0.0 -0.2 -0.3 0.0006
H -3.2185 1.2434 3.0008 0.2 0.1 0.1 0.0159
H -3.4568 3.6925 3.3099 0.4 -0.2 0.0 0.0004
H -1.4501 5.1708 3.1838 0.1 -0.5 0.0 0.0106
H 0.8019 4.1778 2.7575 -0.3 -0.2 0.0 -0.0002
H 1.0779 1.7225 2.4889 -0.5 0.2 0.4 -0.0062
```
Positions in Å, forces in eV/Å.

Properties
Lowest unoccupied orbital energy (spin up / spin down) in eV: 0.25 / 0.07
Expectation value of S²: 2.302
Spin multiplicity: 3
Frontier orbital gap (spin up / spin down) in eV: 4.026 / 5.452
Total energy in eV: -69573.8132

Q: Which formula does entry 2 have?
A: C23H23OP2Zn

Q: Which of these has the lowest total energy?
A: C23H23OP2Zn

Q: What is the formula in the first record?
A: C23H23OP2V